Density functional theory data (ωB97M-V/def2-TZVPD) for a molecular structure, C38H29N7NbO3S2.

As for the net charge: +3. The orbital gap is 4.803 eV. As for the maximum force: 0.078 hartree/bohr. The value obtained for the total energy is -2927.066249 Ha.

Each line ends with the Löwdin charge.
Geometry (Å):
Nb: 6.5264 -18.1167 -9.8181  2.112
O: 5.9891 -18.6302 -8.0843  -0.260
C: 6.3445 -19.5612 -7.1443  -0.244
C: 5.4309 -20.0131 -6.2258  0.032
C: 5.7927 -21.0509 -5.3222  0.035
C: 7.0475 -21.7098 -5.4753  -0.011
C: 8.0226 -21.2249 -6.3596  0.027
C: 7.6105 -20.2286 -7.2687  -0.150
C: 8.5530 -19.7103 -8.1549  0.012
N: 8.3467 -18.8232 -9.1224  -0.191
N: 9.4342 -18.4576 -9.8442  0.085
C: 9.1344 -17.3310 -10.4627  -0.370
O: 7.9079 -16.8174 -10.4610  -0.190
C: 10.1638 -16.5270 -11.1458  -0.162
C: 11.4819 -17.0514 -11.3073  -0.016
C: 12.3078 -16.4348 -12.2048  -0.068
C: 11.8889 -15.3467 -12.9431  -0.039
C: 10.6223 -14.8073 -12.7647  -0.031
C: 9.7743 -15.3939 -11.8293  -0.018
H: 4.4351 -19.5603 -6.3279  0.143
H: 5.1432 -21.3870 -4.5143  0.133
H: 7.2070 -22.6143 -4.9187  0.120
H: 9.0595 -21.6169 -6.3989  0.147
H: 9.5933 -20.0474 -8.1129  0.161
H: 11.7346 -17.9661 -10.7264  0.124
H: 13.3304 -16.8215 -12.3247  0.130
H: 12.6354 -14.8087 -13.5168  0.126
H: 10.3837 -13.9027 -13.2918  0.116
H: 8.7736 -15.0146 -11.6771  0.115
S: 5.9209 -19.8631 -15.6851  1.027
C: 5.3372 -20.0683 -17.2797  -0.364
C: 4.5997 -18.9786 -17.7051  -0.118
C: 4.4989 -17.9809 -16.6885  -0.085
C: 5.0613 -18.3734 -15.5000  -0.496
C: 4.8784 -17.7562 -14.1959  -0.174
C: 5.6869 -18.0583 -13.1249  -0.074
N: 5.5171 -17.5656 -11.9100  0.016
C: 4.6051 -16.5811 -11.7426  -0.132
C: 3.7327 -16.1899 -12.8142  -0.100
C: 2.7895 -15.1299 -12.5358  0.025
C: 2.6040 -14.6255 -11.2888  0.015
C: 3.4298 -15.0032 -10.1818  -0.100
C: 3.3975 -14.4467 -8.8906  0.133
C: 4.3265 -14.8407 -7.8789  -0.148
C: 5.2159 -15.8421 -8.1914  -0.052
N: 5.2684 -16.3956 -9.4090  -0.045
C: 4.4276 -15.9848 -10.4455  -0.093
C: 4.3200 -14.1437 -6.6047  -0.497
C: 3.4635 -13.1267 -6.2972  -0.096
C: 3.7970 -12.4683 -5.1115  -0.162
C: 4.8315 -13.0191 -4.4706  -0.349
S: 5.4426 -14.4102 -5.3076  1.061
C: 3.8809 -16.7787 -14.0506  0.101
H: 5.5521 -21.0252 -17.7498  0.083
H: 4.3116 -18.8299 -18.7310  0.119
H: 4.0018 -17.0114 -16.7996  0.128
H: 6.4227 -18.8567 -13.2601  0.095
H: 2.2155 -14.7358 -13.3870  0.143
H: 1.8171 -13.8872 -11.0900  0.143
H: 2.7215 -13.6619 -8.6640  0.116
H: 5.8746 -16.2376 -7.4854  0.095
H: 2.7295 -12.6903 -6.9913  0.129
H: 3.3018 -11.6165 -4.7748  0.108
H: 5.1868 -12.6810 -3.4607  0.117
H: 3.2618 -16.4701 -14.8769  0.137
C: 7.7479 -23.1899 -13.0181  0.007
N: 7.2264 -21.9811 -12.3922  -0.066
C: 5.9153 -21.9671 -11.6706  0.028
C: 6.0120 -20.6229 -10.9293  -0.376
O: 5.2449 -19.9510 -10.1924  -0.044
N: 7.2628 -20.1195 -11.1767  0.093
C: 7.9792 -20.9550 -11.9055  -0.363
N: 9.2523 -20.8005 -12.3330  0.256
H: 7.0139 -23.9482 -12.7261  0.109
H: 8.7551 -23.5018 -12.6589  0.118
H: 7.8062 -23.0360 -14.0856  0.098
H: 5.7671 -22.8178 -10.9410  0.175
H: 5.0707 -22.0535 -12.3426  0.147
H: 9.7830 -20.0758 -11.8489  0.116
H: 9.6548 -21.4218 -13.0233  0.132

Atomic forces in eV per Å
Nb -0.8977 -0.3853 -1.4450
O 0.8097 -0.4014 0.3884
C 0.4012 -1.2952 -0.8686
C -0.6023 -0.1319 0.7649
C 0.7984 0.3200 -1.2841
C -0.1183 0.8511 -0.3311
C -1.0724 -0.5874 0.2997
C -0.0921 1.4021 0.6641
C 0.9824 0.5220 -1.2761
N -0.7306 -0.7654 1.5365
N -0.1453 1.3657 -0.7137
C 2.0175 0.8247 -0.1192
O -0.8467 -1.7476 1.0865
C 0.5107 -1.5518 -0.2245
C -1.5896 -0.6518 0.7587
C 1.3923 -0.9445 0.1676
C 0.1468 0.9185 0.3069
C 0.5024 -0.1807 0.5696
C -0.3824 0.4409 -0.8390
H 0.3592 -0.3091 0.7259
H -0.1198 0.1027 -0.4684
H 0.3355 0.0245 0.4752
H -0.9434 0.1206 -0.0117
H -0.2348 -0.0206 0.0994
H 0.1223 0.9023 -0.5974
H -0.5095 0.2964 -0.0024
H -0.2520 -0.2006 -0.3880
H -0.3697 0.1576 -0.0766
H 0.0112 0.1257 -0.0660
S -0.6542 -0.1192 0.0999
C -0.3428 0.3363 -0.0604
C 1.2508 -0.1483 0.4529
C -0.3402 -0.2283 0.0161
C 0.2944 -0.1853 -0.1149
C -0.7386 1.2256 -1.5706
C 0.3762 -1.3855 0.5063
N 0.4062 0.4475 1.3022
C -1.2021 0.0264 -0.4338
C 0.6663 0.9537 1.6801
C -0.4336 0.1493 -0.1157
C -0.5765 0.5388 -0.3031
C 1.1269 -0.9737 0.0520
C 1.4690 -1.0760 0.0087
C -1.3933 1.0471 -0.6467
C -0.7353 0.0345 -1.4535
N -0.1827 -0.3094 -1.2583
C 0.4750 -0.0075 1.3148
C -0.1958 -0.3933 0.1852
C -0.1215 0.8859 -1.1906
C -0.2406 -0.4214 -0.4612
C 1.1431 -0.5436 1.8008
S -0.1118 0.6255 0.0285
C 0.8484 -0.5845 0.2885
H 0.0178 0.5095 -0.2733
H -0.3882 -0.1437 -0.0428
H 0.1143 -0.5538 -0.1695
H -0.0314 0.4536 0.2228
H 0.0973 -0.2908 0.5456
H 0.4077 -0.2130 -0.2792
H -0.6372 0.4204 -0.0186
H 0.9732 -0.4309 1.0802
H 0.2761 -0.4652 0.5376
H -0.7714 1.2116 0.5991
H -0.0696 -0.6762 -1.3112
H -0.1544 -0.1137 -0.0547
C 0.0327 -0.3496 0.5020
N -0.1878 0.7859 2.0355
C 0.1778 -0.1513 0.7464
C 1.5869 -0.3613 -0.8362
O 0.8050 -0.1655 -0.8002
N -1.8851 1.9238 1.9990
C 0.7208 -2.0639 -3.3392
N -1.4752 0.7333 1.5480
H 0.4660 -0.2503 -0.5980
H -0.7222 0.3683 0.0884
H -0.1928 -0.2628 -0.3432
H 0.5480 0.7816 -0.5862
H -0.1897 0.3303 -0.2917
H 0.1585 -0.3058 -0.5175
H 0.0527 0.1834 0.2984


Density functional theory data (ωB97M-V/def2-TZVPD) for a molecular structure, C38H30FeN3O4.

The expectation value of S² is 6.059. As for the net charge: +1. The orbital gap (alpha / beta) is 6.249 / 6.602 eV. As for the energy above the lowest of the compared OMol25 structures with the same formula, charge and spin: 67.8 kJ/mol. As for the maximum force: 0.115 hartree/bohr. The value obtained for the total energy is -3194.519769 Ha. Its spin multiplicity is 5.

Each line ends with the Löwdin charge.
Geometry (Å):
C: -0.7260 1.8638 -1.8347  -0.002
O: -0.1342 0.8894 -0.9596  -0.102
C: -0.8115 -0.1503 -0.3474  -0.183
C: -2.2637 -0.3368 -0.7592  -0.189
C: -2.6324 -0.7645 -2.0477  -0.024
C: -3.9834 -0.9632 -2.3549  -0.047
C: -4.9791 -0.6409 -1.4258  -0.058
C: -4.6264 -0.1353 -0.1757  -0.050
C: -3.2764 -0.0347 0.1612  -0.068
C: 0.0446 -1.3158 -0.2608  -0.030
N: -0.3306 -2.6028 -0.4430  0.039
C: -1.5651 -3.2675 -0.3287  -0.207
C: -1.7900 -4.3049 -1.2325  -0.007
C: -3.0419 -4.9240 -1.2517  -0.053
C: -4.0210 -4.5414 -0.3266  -0.061
C: -3.7473 -3.5508 0.6265  -0.056
C: -2.4898 -2.9489 0.6674  -0.014
N: 0.7271 -3.3945 -0.8232  0.206
C: 1.7851 -2.6225 -0.7697  -0.166
C: 3.1309 -3.1552 -0.9393  -0.154
C: 4.3026 -2.6164 -0.3550  -0.014
C: 5.5286 -3.2570 -0.5450  -0.059
C: 5.5999 -4.4420 -1.2915  -0.056
C: 4.4350 -5.0035 -1.8370  -0.058
C: 3.2100 -4.3702 -1.6538  -0.021
N: 1.4252 -1.3064 -0.4557  0.150
C: 2.2755 -0.1857 -0.6528  -0.247
C: 2.4165 0.7290 0.3706  -0.013
C: 3.2216 1.8538 0.1881  -0.038
C: 3.8768 2.0397 -1.0329  -0.057
C: 3.7357 1.1004 -2.0580  -0.047
C: 2.9476 -0.0398 -1.8582  -0.007
H: 0.0691 2.5926 -2.0122  0.107
H: -0.9994 1.4048 -2.7944  0.097
H: -1.5980 2.3658 -1.3888  0.097
H: -1.8492 -0.9396 -2.7929  0.131
H: -4.2516 -1.3660 -3.3358  0.117
H: -6.0306 -0.7957 -1.6716  0.115
H: -5.3730 0.1642 0.5658  0.120
H: -2.9942 0.2658 1.1690  0.104
H: -0.9929 -4.5878 -1.9198  0.113
H: -3.2429 -5.6942 -1.9962  0.113
H: -5.0111 -5.0026 -0.3556  0.114
H: -4.5181 -3.2379 1.3317  0.117
H: -2.2133 -2.2246 1.4354  0.126
H: 4.2411 -1.7011 0.2367  0.115
H: 6.4329 -2.8281 -0.1057  0.114
H: 6.5640 -4.9321 -1.4419  0.113
H: 4.4791 -5.9335 -2.4048  0.113
H: 2.2903 -4.7927 -2.0601  0.113
H: 1.9051 0.5405 1.3129  0.092
H: 3.3311 2.5658 1.0067  0.110
H: 4.4957 2.9271 -1.1887  0.116
H: 4.2332 1.2406 -3.0180  0.115
H: 2.8497 -0.8082 -2.6291  0.132
O: -0.1497 8.1386 3.6686  0.124
C: -0.1520 6.9904 3.4665  -0.148
Fe: -0.3104 5.5745 2.4859  0.191
C: -1.2302 6.2716 1.1624  -0.150
O: -1.7069 6.8561 0.2760  0.138
C: 1.1899 5.7068 1.5977  -0.157
O: 2.0882 6.0302 0.9297  0.112
C: -0.7830 1.2603 1.7768  -0.090
C: 0.2525 1.4793 2.6932  -0.080
C: 0.7317 2.7038 3.1772  -0.086
C: -0.0283 3.8078 3.6728  -0.169
C: -1.4079 4.0251 3.2957  -0.186
C: -1.8986 3.5189 2.0510  -0.090
C: -1.6722 2.2736 1.4453  -0.083
H: -0.8021 0.3051 1.1628  0.071
H: 0.8119 0.5836 3.0055  0.115
H: 1.8197 2.7517 3.3452  0.114
H: 0.3332 4.2802 4.6047  0.127
H: -2.0999 4.4122 4.0678  0.141
H: -2.6865 4.1155 1.5607  0.112
H: -2.3604 2.0910 0.6181  0.084

Atomic forces in eV per Å
C -0.3456 -0.0063 -0.0336
O -0.0440 -0.6421 0.7856
C -0.2936 -0.3682 -3.6760
C -0.3537 0.2937 0.5887
C 0.1596 0.0750 0.3025
C 0.2514 0.0748 0.0104
C 0.0852 -0.0208 0.0228
C 0.3100 -0.0927 0.0471
C -0.0342 -0.1247 -0.0841
C 0.6703 -0.0409 -1.3159
N 1.3002 0.1640 0.0630
C -0.9734 -0.7015 0.2344
C -0.5372 0.0604 -0.1960
C 0.2239 0.1563 0.3262
C 0.0428 0.2684 -0.0902
C 0.1609 -0.2243 -0.1371
C 0.1357 0.0557 -0.3452
N 0.4115 0.8651 1.0099
C -0.8123 0.5342 0.3208
C 1.0367 -0.7008 -0.1645
C -0.5301 -0.1183 -0.3305
C -0.2095 -0.1510 -0.1059
C -0.3025 0.1323 0.0373
C 0.1527 0.2568 0.1920
C 0.1733 0.3474 0.0632
N -1.1056 -1.5707 -0.0724
C 0.5555 0.5832 0.0138
C 0.3398 0.2051 0.2984
C -0.0811 -0.2798 -0.1081
C -0.0804 0.1065 0.0062
C -0.1554 -0.3284 0.1901
C 0.0516 0.2627 -0.2444
H -0.1484 -0.1511 0.1492
H -0.0177 0.0727 0.3105
H 0.3119 -0.2732 -0.1303
H -0.3526 -0.1365 0.2035
H 0.0653 0.2166 0.3616
H 0.3143 0.0950 -0.0082
H 0.1715 -0.2389 -0.3658
H -0.2505 -0.1502 -0.2796
H -0.3979 0.0918 0.1062
H 0.0212 0.1613 0.2836
H 0.3629 0.1423 0.0174
H 0.2727 -0.2066 -0.1134
H -0.2396 -0.1647 -0.2207
H 0.1080 -0.2847 -0.1902
H -0.3405 -0.1798 -0.1524
H -0.3217 0.1596 0.0558
H 0.0362 0.2760 0.1810
H 0.3517 0.0588 0.0617
H 0.2271 0.1759 -0.3468
H 0.0095 -0.1253 -0.3030
H -0.2150 -0.3298 0.0569
H -0.0775 -0.0224 0.3193
H 0.0121 0.3480 0.1525
O 0.1644 -2.7917 0.3931
C 0.0941 5.9114 0.5503
Fe -0.9628 -3.0286 0.4757
C -1.2107 2.7923 -2.9162
O 0.8321 -1.6536 1.9389
C 3.0574 1.1990 -2.3016
O -1.7115 -0.9836 1.4837
C 1.3034 -0.0613 2.1026
C -0.4182 -0.7788 -0.8076
C 1.1095 -0.0384 0.3964
C -2.0264 -0.2801 0.0216
C 2.0303 -0.6596 1.6030
C -1.1869 -1.9420 -1.3377
C -1.3645 2.7492 -0.2844
H -0.2690 0.9608 1.6922
H 0.1851 0.4617 -0.4436
H -0.5727 -0.2306 0.4405
H -0.1532 -0.2840 -0.4874
H 0.3729 0.3093 -0.8074
H 0.2345 -0.4582 0.4382
H 0.3871 0.2009 0.0922